Arrangement A

Entry from the OMol25 dataset: 2 unconnected molecules or ions with the total composition C11H15N (the ωB97M-V functional and the def2-TZVPD basis).

Its SMILES is Cc1c[nH]c2ccccc12.CC. The total charge is 0. As for the spin multiplicity: 1. The HOMO-LUMO gap is 0.3229 hartree.

Last column: natural (NBO) charge in e.
Atoms and positions in Å:
C1 -2.767 -2.991 0.954  -0.62
C2 -2.218 -2.472 -0.335  -0.09
C3 -2.576 -2.887 -1.566  -0.04
N1 -1.923 -2.139 -2.509  -0.55
C4 -1.152 -1.197 -1.906  0.22
C5 -0.294 -0.220 -2.438  -0.27
C6 0.373 0.586 -1.590  -0.21
C7 0.283 0.448 -0.182  -0.24
C8 -0.583 -0.538 0.354  -0.17
C9 -1.281 -1.381 -0.506  -0.12
H1 -1.938 -3.180 1.697  0.21
H2 -3.306 -3.903 0.811  0.21
H3 -3.473 -2.315 1.399  0.21
H4 -3.324 -3.687 -1.774  0.22
H5 -2.103 -2.173 -3.529  0.41
H6 -0.208 -0.079 -3.508  0.21
H7 1.048 1.382 -2.006  0.21
H8 0.802 1.106 0.442  0.21
H9 -0.717 -0.600 1.362  0.20
C10 2.618 2.844 1.529  -0.61
C11 3.702 3.714 2.187  -0.61
H10 1.956 3.447 0.906  0.20
H11 3.049 2.109 0.850  0.21
H12 2.012 2.361 2.328  0.20
H13 4.430 4.047 1.441  0.20
H14 3.265 4.586 2.681  0.20
H15 4.324 3.134 2.909  0.20

Arrangement B

Entry from the OMol25 dataset: 2 unconnected molecules or ions with the total composition C11H15N (the ωB97M-V functional and the def2-TZVPD basis).

Its SMILES is Cc1c[nH]c2ccccc12.CC. The total charge is 0. As for the spin multiplicity: 1. The HOMO-LUMO gap is 0.3217 hartree.

Last column: natural (NBO) charge in e.
Atoms and positions in Å:
C1 0.160 -2.819 -1.920  -0.62
C2 0.558 -1.939 -0.777  -0.09
C3 1.659 -1.139 -0.735  -0.04
N1 1.541 -0.218 0.272  -0.53
C4 0.322 -0.364 0.870  0.14
C5 -0.236 0.286 1.970  -0.24
C6 -1.337 -0.265 2.576  -0.21
C7 -1.896 -1.460 2.079  -0.24
C8 -1.375 -2.078 0.972  -0.18
C9 -0.301 -1.490 0.295  -0.10
H1 1.048 -3.167 -2.433  0.22
H2 -0.560 -2.342 -2.590  0.22
H3 -0.384 -3.692 -1.552  0.21
H4 2.474 -1.292 -1.427  0.21
H5 2.199 0.526 0.417  0.41
H6 0.228 1.182 2.368  0.21
H7 -1.860 0.229 3.378  0.21
H8 -2.764 -1.881 2.566  0.21
H9 -1.846 -2.948 0.534  0.21
C10 1.005 2.775 -1.001  -0.61
C11 -0.366 3.477 -0.805  -0.61
H10 0.805 1.733 -1.220  0.21
H11 1.624 3.336 -1.686  0.21
H12 1.448 2.727 0.003  0.19
H13 -0.307 4.210 0.000  0.20
H14 -1.064 2.720 -0.435  0.21
H15 -0.774 3.894 -1.718  0.20

Arrangement C

Entry from the OMol25 dataset: 2 unconnected molecules or ions with the total composition C11H15N (the ωB97M-V functional and the def2-TZVPD basis).

Its SMILES is Cc1c[nH]c2ccccc12.CC. The total charge is 0. As for the spin multiplicity: 1. The HOMO-LUMO gap is 0.3317 hartree.

Last column: natural (NBO) charge in e.
Atoms and positions in Å:
C1 0.331 -2.768 -1.183  -0.63
C2 0.940 -2.122 0.028  -0.07
C3 1.348 -2.638 1.200  -0.03
N1 1.602 -1.645 2.162  -0.57
C4 1.354 -0.429 1.532  0.21
C5 1.495 0.873 2.009  -0.26
C6 1.323 1.858 1.039  -0.22
C7 0.997 1.637 -0.292  -0.24
C8 0.697 0.337 -0.707  -0.19
C9 0.969 -0.675 0.212  -0.12
H1 0.964 -2.616 -2.054  0.22
H2 -0.663 -2.343 -1.296  0.22
H3 0.137 -3.825 -1.008  0.22
H4 1.552 -3.661 1.468  0.20
H5 2.432 -1.760 2.690  0.39
H6 1.973 1.099 2.946  0.22
H7 1.330 2.881 1.405  0.21
H8 0.881 2.412 -1.037  0.22
H9 0.521 0.045 -1.733  0.21
C10 -2.349 2.400 -1.044  -0.60
C11 -2.666 0.932 -0.737  -0.61
H10 -3.298 2.823 -1.373  0.20
H11 -1.913 2.971 -0.230  0.21
H12 -1.650 2.420 -1.880  0.19
H13 -2.835 0.457 -1.703  0.20
H14 -3.604 0.846 -0.264  0.20
H15 -1.869 0.491 -0.149  0.21

Which of them is most stable? Easy: arrangement A.

Arrangement A

Entry from the OMol25 dataset: C3H9OP in the gas phase (the ωB97M-V functional and the def2-TZVPD basis).

Its SMILES is CP(C)(C)=O. The total charge is 0. As for the spin multiplicity: 1. The HOMO-LUMO gap is 0.3935 hartree.

Last column: natural (NBO) charge in e.
Atoms and positions in Å:
C1 0.214 -0.940 1.455  -1.03
P1 -0.458 0.136 0.121  1.92
C2 0.753 1.479 -0.122  -1.03
C3 -0.543 -0.731 -1.530  -1.01
O1 -1.792 0.624 0.544  -1.10
H1 -0.516 -1.738 1.907  0.26
H2 1.179 -1.487 1.159  0.24
H3 0.305 -0.282 2.363  0.25
H4 0.203 2.165 -0.781  0.25
H5 1.024 1.990 0.906  0.26
H6 1.813 1.141 -0.540  0.25
H7 -0.949 0.182 -2.024  0.24
H8 0.270 -1.241 -2.042  0.25
H9 -1.503 -1.301 -1.416  0.26

Arrangement B

Entry from the OMol25 dataset: 2 unconnected molecules or ions with the total composition C3H9OP (the ωB97M-V functional and the def2-TZVPD basis).

The total charge is 0. As for the spin multiplicity: 1. The HOMO-LUMO gap (spin up / spin down) is 0.2924 / 0.2997 hartree.

Last column: natural (NBO) charge in e.
Atoms and positions in Å:
C1 2.468 0.978 -0.939  -0.87
C2 -0.564 -2.025 0.377  -0.16
C3 -1.207 0.052 1.140  -0.23
O1 -0.542 -1.029 1.234  -0.34
P1 -2.087 0.435 -0.352  0.26
H1 3.288 1.066 -1.683  0.22
H2 1.668 1.724 -1.295  0.21
H3 2.790 1.423 0.049  0.21
H4 2.125 -0.082 -0.768  0.22
H5 -1.168 -2.104 -0.437  0.17
H6 0.173 -2.802 0.669  0.17
H7 -1.109 0.720 1.946  0.18
H8 -2.351 1.672 -0.040  -0.04
H9 -3.484 -0.027 0.098  -0.02

Which of them is most stable? Easy: arrangement A.

Arrangement A

Entry from the OMol25 dataset: a gas-phase ion, C4H7IN (charge +1) (the ωB97M-V functional and the def2-TZVPD basis).

Its SMILES is C[C@@H]1C/[N+]1=C/I. The total charge is +1. As for the spin multiplicity: 1. The HOMO-LUMO gap is 0.3633 hartree.

Last column: natural (NBO) charge in e.
Atoms and positions in Å:
C1 0.380 0.877 -1.042  -0.63
C2 0.474 -0.386 -0.223  -0.04
C3 -0.761 -0.995 0.376  -0.18
N1 0.334 -0.267 1.190  -0.30
C4 0.685 0.215 2.297  0.08
I1 2.401 1.357 2.523  0.33
H1 -0.163 1.654 -0.505  0.23
H2 -0.149 0.658 -1.966  0.25
H3 1.370 1.249 -1.299  0.25
H4 1.267 -1.063 -0.533  0.26
H5 -1.694 -0.453 0.320  0.25
H6 -0.827 -2.055 0.570  0.25
H7 0.089 0.042 3.190  0.25

Arrangement B

Entry from the OMol25 dataset: 2 unconnected molecules or ions with the total composition C4H7IN (the ωB97M-V functional and the def2-TZVPD basis).

The total charge is +1. As for the spin multiplicity: 1. The HOMO-LUMO gap (spin up / spin down) is 0.2454 / 0.2456 hartree.

Last column: natural (NBO) charge in e.
Atoms and positions in Å:
C1 -2.156 -0.296 -0.094  -0.14
C2 -4.494 -1.282 -0.728  -0.06
C3 -0.869 -0.172 -0.445  -0.42
C4 0.188 0.729 0.182  -0.24
N1 1.471 -0.127 0.235  -0.68
I1 -5.690 0.147 0.141  0.33
H1 -2.828 0.163 0.683  0.18
H2 -0.502 -0.667 -1.280  0.20
H3 -0.061 1.026 1.293  0.26
H4 0.443 1.516 -0.593  0.24
H5 2.447 0.266 0.485  0.45
H6 1.737 -0.288 -0.725  0.43
H7 1.325 -0.933 0.764  0.44

Which of them is most stable? Easy: arrangement A.

Arrangement A

Entry from the OMol25 dataset: a gas-phase ion, C2H6NO (charge -1) (the ωB97M-V functional and the def2-TZVPD basis).

Its SMILES is NCC[O-]. The total charge is -1. As for the spin multiplicity: 1. The HOMO-LUMO gap is 0.2458 hartree.

Last column: natural (NBO) charge in e.
Atoms and positions in Å:
N1 0.200 -0.917 -1.108  -0.85
C1 -0.538 0.001 -0.194  -0.24
C2 0.241 0.356 1.079  -0.02
O1 -0.405 1.204 1.903  -0.96
H1 -0.112 -0.724 -2.056  0.32
H2 1.154 -0.584 -1.177  0.33
H3 -1.469 -0.508 0.086  0.16
H4 -0.797 0.916 -0.733  0.14
H5 1.176 0.863 0.665  0.04
H6 0.550 -0.607 1.536  0.08

Arrangement B

Entry from the OMol25 dataset: a gas-phase ion, C2H6NO (charge -1) (the ωB97M-V functional and the def2-TZVPD basis).

The total charge is -1. As for the spin multiplicity: 1. The HOMO-LUMO gap is 0.1939 hartree.

Last column: natural (NBO) charge in e.
Atoms and positions in Å:
O1 0.460 -1.516 0.374  -0.87
H1 -0.257 -1.537 1.065  0.44
C1 0.223 -0.574 -0.624  -0.17
C2 -0.680 0.460 -0.039  -0.54
N1 -0.124 1.726 0.302  -0.85
H2 1.238 -0.422 -0.968  0.15
H3 -0.400 -1.256 -1.301  0.11
H4 -1.704 0.330 -0.072  0.14
H5 0.250 2.049 -0.701  0.28
H6 0.797 1.567 0.858  0.31

Which of them is most stable? Easy: arrangement A.

Arrangement A

Entry from the OMol25 dataset: C5H5FOS in the gas phase (the ωB97M-V functional and the def2-TZVPD basis).

Its SMILES is C#C[C@@]1(F)[C@H](O)[C@@H]1S. The total charge is 0. As for the spin multiplicity: 1. The HOMO-LUMO gap is 0.3609 hartree.

Last column: natural (NBO) charge in e.
Atoms and positions in Å:
C1 3.243 -0.706 -0.203  -0.17
C2 2.120 -0.286 -0.119  -0.08
C3 0.722 0.084 0.179  0.25
F1 0.464 0.476 1.469  -0.32
C4 -0.030 0.880 -0.835  0.08
O1 -0.886 1.823 -0.306  -0.68
C5 -0.436 -0.551 -0.607  -0.41
S1 -2.008 -1.006 0.107  0.02
H1 4.262 -1.102 -0.282  0.25
H2 0.458 1.103 -1.809  0.21
H3 -0.669 1.867 0.611  0.49
H4 -0.058 -1.272 -1.328  0.24
H5 -2.663 0.104 -0.163  0.14

Arrangement B

Entry from the OMol25 dataset: C5H5FOS in the gas phase (the ωB97M-V functional and the def2-TZVPD basis).

Its SMILES is C=C(F)C(=C)SC=O. The total charge is 0. As for the spin multiplicity: 1. The HOMO-LUMO gap is 0.3560 hartree.

Last column: natural (NBO) charge in e.
Atoms and positions in Å:
C1 1.039 -1.532 -0.720  -0.45
C2 1.160 -0.311 -0.248  0.36
F1 2.305 -0.013 0.452  -0.34
C3 0.161 0.731 -0.205  -0.27
C4 0.422 1.916 0.349  -0.30
S1 -1.416 0.415 -0.925  0.24
C5 -2.114 -0.461 0.456  0.25
O1 -1.517 -0.796 1.454  -0.52
H1 0.169 -1.775 -1.360  0.22
H2 1.883 -2.229 -0.682  0.23
H3 1.366 2.119 0.918  0.23
H4 -0.296 2.688 0.279  0.21
H5 -3.163 -0.753 0.231  0.14

Which of them is most stable? Easy: arrangement B.

Arrangement A

Entry from the OMol25 dataset: C5H9N3S in the gas phase (the ωB97M-V functional and the def2-TZVPD basis).

The total charge is 0. As for the spin multiplicity: 3. The HOMO-LUMO gap (spin up / spin down) is 0.1868 / 0.2760 hartree.

Last column: natural (NBO) charge in e.
Atoms and positions in Å:
C1 -2.102 -0.414 -0.286  -0.12
C2 -1.113 -1.255 0.241  0.17
C3 0.116 -0.165 0.207  0.13
C4 0.160 2.330 -0.250  -0.42
C5 1.504 -0.405 0.663  -0.56
N1 -1.756 0.822 -0.458  -0.20
N2 -0.493 0.963 -0.182  -0.28
N3 -1.042 -2.565 0.545  -0.76
S1 2.787 0.135 -0.648  -0.15
H1 -3.138 -0.612 -0.466  0.21
H2 -0.001 2.822 0.735  0.19
H3 1.232 2.187 -0.292  0.22
H4 -0.188 2.975 -1.092  0.22
H5 1.815 0.167 1.580  0.22
H6 1.754 -1.466 0.646  0.23
H7 -1.180 -3.066 -0.261  0.38
H8 -0.226 -2.895 0.958  0.38
H9 1.871 0.442 -1.641  0.13

Arrangement B

Entry from the OMol25 dataset: a molecular structure, C5H9N3S (the ωB97M-V functional and the def2-TZVPD basis).

The total charge is 0. As for the spin multiplicity: 3. The HOMO-LUMO gap (spin up / spin down) is 0.2376 / 0.3216 hartree.

Last column: natural (NBO) charge in e.
Atoms and positions in Å:
C1 -0.880 -1.821 2.310  0.20
C2 -0.364 -0.935 0.361  -0.05
C3 0.638 1.677 -2.689  -0.62
C4 0.428 0.405 2.147  -0.39
C5 0.223 0.353 -2.005  -0.34
N1 -1.577 -2.594 1.590  -0.60
N2 0.207 0.644 -0.675  -0.29
N3 -0.260 -0.723 1.685  -0.43
S1 -1.297 -2.261 -0.033  0.60
H1 -0.940 -2.123 3.343  0.22
H2 -0.114 2.328 -2.220  0.21
H3 1.690 1.765 -2.273  0.22
H4 0.348 1.564 -3.700  0.21
H5 -0.322 1.295 2.486  0.20
H6 1.037 -0.018 2.977  0.21
H7 0.957 0.853 1.374  0.26
H8 1.059 -0.384 -2.482  0.19
H9 -0.833 -0.025 -2.196  0.20

Which of them is most stable? Easy: arrangement A.

Arrangement A

Entry from the OMol25 dataset: a gas-phase ion, C3H8N2O (charge -1) (the ωB97M-V functional and the def2-TZVPD basis).

The total charge is -1. As for the spin multiplicity: 2. The HOMO-LUMO gap (spin up / spin down) is 0.1318 / 0.2776 hartree.

Last column: natural (NBO) charge in e.
Atoms and positions in Å:
O1 -0.783 1.830 2.489  -0.74
C1 -1.092 0.819 1.889  0.02
C2 -0.378 0.457 0.628  -0.33
N1 -0.553 -0.853 -0.038  -0.69
C3 0.151 -0.736 -1.283  -0.06
N2 1.513 -0.251 -1.314  -0.87
H1 -1.968 0.259 1.999  0.06
H2 0.753 0.529 0.891  0.13
H3 -0.658 1.151 -0.230  0.12
H4 -0.348 -1.625 0.598  0.33
H5 -0.036 -1.643 -1.920  0.17
H6 -0.357 0.033 -2.035  0.16
H7 2.136 -0.697 -0.638  0.34
H8 1.620 0.728 -1.036  0.36

Arrangement B

Entry from the OMol25 dataset: 2 unconnected molecules or ions with the total composition C3H8N2O (the ωB97M-V functional and the def2-TZVPD basis).

The total charge is -1. As for the spin multiplicity: 2. The HOMO-LUMO gap (spin up / spin down) is 0.1644 / 0.2553 hartree.

Last column: natural (NBO) charge in e.
Atoms and positions in Å:
C1 -2.989 0.000 -0.771  -0.64
C2 -1.671 -0.142 -1.090  0.23
O1 -0.558 0.310 -0.444  -0.81
H1 -3.275 0.987 -0.287  0.21
H2 -3.640 -0.854 -1.094  0.20
H3 -1.369 -0.821 -1.961  0.13
H4 -0.055 0.385 0.450  0.56
N1 2.108 -0.590 0.082  -0.94
C3 1.928 0.613 0.843  0.06
N2 1.043 0.615 1.810  -1.05
H5 3.013 -0.741 -0.485  0.34
H6 1.278 -1.101 -0.285  0.37
H7 2.791 1.346 0.653  0.07
H8 1.395 -0.008 2.578  0.28

Which of them is most stable? Easy: arrangement A.